{
  "formula": "C45H66AgN3O2Se",
  "method": "ωB97M-V/def2-TZVPD",
  "de_lowest_ev": 0.6290,
  "total_charge": -2,
  "lumo_energy_ev": 4.2,
  "largest_force_ha_per_bohr": 0.004,
  "orbital_gap_ha": 0.195,
  "e_homo_ev": -1.072,
  "species": ["Ag", "C", "C", "C", "C", "C", "C", "C", "Se", "C", "C", "C", "C", "C", "C", "O", "C", "C", "C", "C", "C", "C", "C", "C", "C", "O", "C", "C", "C", "C", "C", "C", "H", "H", "H", "H", "H", "H", "H", "H", "H", "H", "H", "H", "H", "H", "H", "H", "H", "H", "H", "H", "H", "H", "H", "H", "H", "H", "H", "H", "H", "H", "H", "H", "H", "H", "H", "H", "H", "H", "H", "H", "C", "C", "C", "C", "C", "C", "C", "C", "N", "C", "C", "C", "C", "H", "H", "H", "H", "H", "H", "H", "H", "H", "H", "H", "H", "H", "H", "H", "H", "H", "H", "C", "C", "C", "C", "N", "N", "C", "H", "H", "H", "H", "H", "H", "H", "H"],
  "xyz": [[-0.908, -0.949, -1.366], [5.713, 3.612, 0.503], [4.486, 3.765, -0.397], [4.963, 3.750, -1.856], [3.851, 5.133, -0.099], [3.461, 2.656, -0.169], [2.284, 2.632, -0.909], [1.327, 1.653, -0.717], [-0.331, 1.744, -1.656], [-1.397, 2.219, -0.123], [-0.870, 3.066, 0.819], [-1.561, 3.354, 1.995], [-2.813, 2.776, 2.130], [-3.397, 1.920, 1.189], [-2.664, 1.575, 0.015], [-3.033, 0.743, -0.899], [-4.789, 1.374, 1.553], [-5.758, 2.548, 1.781], [-4.698, 0.543, 2.845], [-5.427, 0.474, 0.493], [-0.881, 4.196, 3.071], [0.397, 3.479, 3.534], [-0.501, 5.573, 2.508], [-1.780, 4.411, 4.289], [1.461, 0.605, 0.254], [0.556, -0.264, 0.453], [2.691, 0.636, 1.009], [3.617, 1.642, 0.783], [2.926, -0.444, 2.064], [2.974, -1.823, 1.389], [4.247, -0.249, 2.815], [1.794, -0.411, 3.103], [6.417, 4.426, 0.304], [6.226, 2.666, 0.320], [5.439, 3.651, 1.559], [5.686, 4.553, -2.040], [4.125, 3.881, -2.543], [5.435, 2.794, -2.090], [4.566, 5.945, -0.276], [3.524, 5.178, 0.942], [2.977, 5.305, -0.728], [2.082, 3.400, -1.649], [0.125, 3.465, 0.653], [-3.376, 2.981, 3.033], [-5.416, 3.215, 2.573], [-6.749, 2.173, 2.057], [-5.854, 3.137, 0.866], [-4.327, 1.136, 3.682], [-4.015, -0.296, 2.701], [-5.683, 0.146, 3.115], [-5.484, 0.971, -0.475], [-6.443, 0.221, 0.820], [-4.868, -0.450, 0.367], [1.081, 3.302, 2.701], [0.151, 2.503, 3.959], [0.921, 4.070, 4.293], [0.167, 5.477, 1.652], [0.007, 6.175, 3.270], [-1.395, 6.110, 2.178], [-2.045, 3.462, 4.759], [-2.703, 4.929, 4.017], [-1.254, 5.020, 5.031], [4.519, 1.640, 1.380], [3.823, -1.880, 0.702], [2.065, -2.013, 0.825], [3.091, -2.613, 2.139], [5.106, -0.288, 2.141], [4.358, -1.055, 3.546], [4.273, 0.702, 3.356], [0.831, -0.552, 2.614], [1.785, 0.552, 3.623], [1.944, -1.203, 3.845], [3.804, -5.897, -1.247], [2.530, -5.152, -0.929], [1.912, -5.323, 0.302], [0.740, -4.603, 0.575], [0.095, -4.688, 1.935], [0.208, -3.766, -0.375], [0.803, -3.547, -1.656], [1.997, -4.294, -1.884], [0.194, -2.666, -2.469], [0.670, -2.410, -3.822], [-0.371, -1.482, -4.469], [0.718, -3.678, -4.703], [2.013, -1.660, -3.843], [4.191, -6.406, -0.362], [4.577, -5.216, -1.612], [3.641, -6.649, -2.025], [2.348, -5.974, 1.054], [0.482, -5.536, 2.505], [-0.989, -4.792, 1.856], [0.293, -3.777, 2.507], [-0.697, -3.208, -0.150], [2.553, -4.172, -2.802], [-1.353, -1.963, -4.462], [-0.096, -1.239, -5.500], [-0.451, -0.553, -3.899], [-0.168, -4.283, -4.503], [1.591, -4.304, -4.528], [0.713, -3.404, -5.764], [1.898, -0.717, -3.303], [2.318, -1.437, -4.871], [2.814, -2.218, -3.358], [-6.269, -1.041, -3.009], [-5.095, -1.888, -2.647], [-4.793, -3.212, -2.919], [-3.548, -3.438, -2.295], [-3.132, -2.334, -1.694], [-4.081, -1.412, -1.913], [-2.698, -4.668, -2.268], [-6.906, -1.567, -3.720], [-5.951, -0.100, -3.463], [-6.867, -0.795, -2.129], [-5.382, -3.908, -3.495], [-3.887, -0.467, -1.517], [-3.068, -5.413, -2.975], [-2.683, -5.114, -1.271], [-1.666, -4.405, -2.508]],
  "forces_ev_per_angstrom": [[0.165, -0.102, -0.061], [0.021, 0.016, -0.012], [-0.015, 0.009, 0.005], [0.008, -0.018, 0.002], [0.003, -0.012, 0.014], [-0.025, 0.005, -0.009], [0.023, -0.030, 0.001], [-0.040, -0.008, -0.002], [-0.092, -0.019, 0.018], [0.017, 0.012, 0.027], [-0.001, -0.009, -0.021], [0.004, -0.044, -0.017], [0.014, 0.006, -0.015], [0.002, 0.015, 0.058], [0.049, 0.019, -0.067], [-0.174, 0.086, -0.021], [0.012, -0.016, 0.012], [-0.002, -0.010, -0.008], [0.011, 0.015, -0.014], [-0.037, 0.015, -0.016], [0.001, 0.005, -0.006], [-0.014, -0.005, 0.024], [-0.026, 0.001, -0.009], [0.014, 0.015, 0.011], [0.055, 0.028, -0.007], [-0.008, -0.036, -0.014], [-0.022, 0.062, 0.017], [0.031, -0.026, -0.039], [0.010, 0.006, 0.004], [0.013, 0.000, 0.014], [-0.003, -0.033, 0.013], [-0.009, -0.030, 0.021], [0.003, -0.001, 0.006], [-0.002, -0.003, -0.001], [0.002, 0.004, 0.007], [0.006, 0.006, 0.001], [0.001, 0.001, -0.002], [-0.001, 0.004, -0.004], [0.006, 0.003, 0.000], [-0.005, 0.002, -0.001], [-0.002, -0.004, -0.005], [-0.006, 0.011, 0.006], [-0.010, -0.001, 0.004], [-0.015, 0.002, 0.005], [0.006, 0.005, 0.007], [-0.002, 0.002, -0.001], [-0.003, -0.001, 0.000], [0.001, 0.009, 0.010], [-0.001, 0.002, -0.001], [-0.002, -0.001, -0.003], [0.000, -0.008, 0.012], [-0.010, -0.011, 0.000], [-0.002, -0.006, -0.001], [0.004, 0.004, -0.003], [0.000, 0.011, -0.002], [0.004, 0.000, 0.005], [0.003, -0.005, -0.006], [0.004, 0.004, 0.006], [0.006, 0.003, 0.000], [0.000, -0.001, 0.003], [0.000, 0.001, 0.000], [-0.003, 0.000, 0.003], [-0.014, 0.002, -0.002], [-0.001, 0.002, -0.001], [-0.051, -0.013, -0.031], [-0.002, -0.001, 0.002], [0.005, -0.007, 0.005], [0.005, 0.002, 0.003], [-0.002, 0.008, -0.002], [0.021, 0.008, 0.019], [0.011, -0.005, 0.003], [0.004, -0.003, 0.012], [0.002, -0.011, 0.011], [-0.028, 0.005, 0.003], [0.056, 0.010, -0.006], [-0.043, 0.022, -0.006], [0.001, -0.002, 0.009], [-0.013, -0.052, 0.035], [0.101, 0.094, 0.031], [-0.025, -0.005, -0.028], [0.010, -0.049, -0.058], [-0.058, 0.033, 0.018], [-0.008, -0.058, 0.027], [0.001, 0.014, -0.008], [-0.001, 0.028, -0.005], [0.005, -0.002, -0.004], [0.002, 0.005, 0.002], [-0.002, -0.003, 0.000], [0.000, -0.004, -0.002], [-0.006, -0.002, 0.000], [-0.001, 0.010, 0.001], [0.004, -0.017, -0.001], [0.016, -0.001, 0.018], [-0.025, -0.021, -0.001], [0.003, -0.007, -0.001], [0.004, 0.002, 0.000], [0.002, -0.003, -0.026], [-0.031, 0.010, -0.020], [0.021, 0.001, 0.036], [0.030, 0.006, 0.009], [0.011, 0.001, -0.001], [0.023, 0.012, -0.012], [-0.036, -0.015, -0.011], [-0.007, -0.014, -0.013], [-0.027, 0.036, 0.020], [-0.001, 0.020, 0.015], [0.161, -0.049, -0.055], [-0.065, 0.079, 0.076], [0.053, -0.040, 0.021], [-0.032, -0.008, 0.043], [-0.002, 0.004, 0.002], [0.005, -0.001, -0.003], [-0.006, 0.000, 0.000], [-0.004, -0.005, -0.001], [0.004, 0.030, -0.027], [0.012, 0.001, -0.006], [-0.036, -0.024, -0.007], [-0.011, 0.028, -0.034]]
}